ORCA calculation (ωB97M-V with the def2-TZVPD basis set) on C22H18AsBr2F6N4O3Sr as an isolated structure in a non-equilibrium geometry.

For the calculated total energy, the calculation gives -9307.8235 Ha. As for the spin multiplicity: 2. The energy relative to the best compared isomer or geometry (same formula, charge and spin) is 53.5 kJ/mol. The HOMO energy (spin up / spin down) is -0.2784 / -0.2784 hartree. The value obtained for the HOMO-LUMO gap (spin up / spin down) is 5.88 / 3.82 eV.

Last column: natural (NBO) charge in e.
Element x y z (Å)
Sr (0.05855, -0.17715, -0.64374)  1.833
O (2.86748, -1.87956, 2.82168)  -0.724
C (1.95837, -1.64841, 1.96575)  0.559
N (1.50540, -0.47837, 1.58208)  -0.750
C (2.28524, 0.56624, 2.19511)  -0.286
C (2.56796, 1.78806, 1.36641)  0.237
C (3.43127, 2.79118, 1.85766)  -0.254
C (3.73555, 3.92916, 1.07325)  -0.159
C (3.20495, 3.99445, -0.18660)  -0.288
C (2.47289, 2.93557, -0.67180)  0.056
N (2.05412, 1.87653, 0.10200)  -0.514
C (1.30197, -2.79256, 1.35250)  0.142
C (1.76562, -4.04242, 1.80952)  -0.208
C (1.17535, -5.18948, 1.34571)  -0.167
C (0.37471, -5.16655, 0.20031)  -0.261
C (-0.01751, -3.90516, -0.20282)  0.026
N (0.44044, -2.76754, 0.34065)  -0.516
H (3.19892, 0.27110, 2.70591)  0.247
H (1.68691, 1.00174, 3.04511)  0.186
H (3.94945, 2.55353, 2.80725)  0.221
H (4.31644, 4.76745, 1.39784)  0.217
H (3.36962, 4.87726, -0.83125)  0.218
H (2.11792, 2.92836, -1.71907)  0.206
H (2.59517, -4.01978, 2.51672)  0.265
H (1.33216, -6.14924, 1.87374)  0.211
H (-0.01383, -6.05782, -0.19410)  0.216
H (-0.65514, -3.76595, -1.05964)  0.198
C (-2.58943, -1.34986, 1.92325)  -0.683
C (-3.19996, -0.16313, 1.26819)  0.278
C (-4.55588, 0.22482, 1.59230)  -0.216
C (-5.22229, 1.23949, 0.92951)  -0.131
C (-4.41767, 1.97615, -0.01232)  -0.194
C (-4.92203, 3.00881, -0.75022)  0.014
Br (-6.73283, 3.42294, -0.65913)  0.149
C (-4.18665, 3.66732, -1.80335)  -0.248
C (-2.89442, 3.27816, -2.11144)  -0.128
Br (-1.98516, 3.90092, -3.57727)  0.199
C (-2.34122, 2.11256, -1.48593)  0.361
O (-1.14800, 1.72120, -1.78188)  -0.585
C (-3.13984, 1.48558, -0.41273)  0.221
N (-2.54999, 0.47440, 0.32551)  -0.506
H (-2.69079, -2.37956, 1.47942)  0.265
H (-2.90175, -1.44316, 2.96869)  0.238
H (-1.45802, -1.17126, 1.84258)  0.258
H (-4.97680, -0.36083, 2.42313)  0.231
H (-6.26219, 1.54293, 1.20858)  0.256
H (-4.65724, 4.38606, -2.47752)  0.255
F (2.25115, -1.83251, -1.39651)  -0.646
As (3.09617, -0.92075, -2.77021)  2.790
F (3.92175, 0.10003, -1.56509)  -0.595
F (4.40686, -2.03086, -2.83869)  -0.583
F (3.66388, -0.00978, -4.23035)  -0.593
F (1.95367, -1.97297, -3.76406)  -0.630
F (1.68145, 0.32838, -2.60618)  -0.683
O (-0.41482, -1.87298, -2.47168)  -1.022
H (-1.20750, -1.85953, -3.04849)  0.487
H (0.39960, -1.74325, -3.04825)  0.533

ORCA calculation (ωB97M-V with the def2-TZVPD basis set) on a 10-piece molecular cluster, CH22O10 overall in a non-equilibrium geometry.

For the calculated total energy, the calculation gives -803.5009 Ha. As for the spin multiplicity: 1. The energy relative to the best compared isomer or geometry (same formula, charge and spin) is 457.6 kJ/mol. The HOMO energy is -0.2692 hartree. The value obtained for the HOMO-LUMO gap is 6.75 eV.

Last column: natural (NBO) charge in e.
Element x y z (Å)
O (0.39215, -0.29582, -0.22555)  -0.836
H (1.19415, 0.12718, 0.41045)  0.564
H (-0.08585, 0.40218, -0.40355)  0.536
H (0.22615, -1.24382, 0.09545)  0.593
C (-0.28585, -3.10182, 0.89045)  -0.242
O (-0.77185, -2.67382, -0.36155)  -1.015
H (-0.87485, -2.45682, 1.49345)  0.146
H (0.73215, -2.68982, 0.98145)  0.085
H (-0.45085, -4.04382, 1.04445)  0.162
O (0.71315, -0.24782, 2.87645)  -0.946
H (1.65015, -0.00082, 2.98145)  0.472
H (0.81015, -1.16782, 3.26445)  0.476
O (2.69315, 0.80918, 1.09645)  -0.985
H (2.82215, 1.79618, 1.04645)  0.515
H (3.56015, 0.29618, 0.92445)  0.515
O (1.61615, -2.73782, -1.96355)  -0.993
H (0.93215, -2.99682, -1.24455)  0.509
H (1.37315, -1.79482, -2.21755)  0.454
O (-2.51385, -0.63082, -1.49255)  -1.011
H (-2.54185, -0.56582, -2.49055)  0.473
H (-1.89785, -1.49182, -1.44255)  0.526
O (0.88215, 2.65218, -0.94355)  -0.977
H (1.20315, 3.54918, -1.23855)  0.485
H (0.08115, 2.84518, -0.57155)  0.489
O (-0.84185, 1.53018, -3.04455)  -0.961
H (-0.05485, 2.06818, -2.61755)  0.482
H (-0.30985, 0.83018, -3.54455)  0.464
O (-1.86385, 0.75818, 1.26245)  -1.039
H (-2.39285, 0.12818, 0.67645)  0.544
H (-2.08085, 0.85318, 2.25945)  0.510
O (-1.42685, 3.38918, 0.51645)  -0.950
H (-0.94385, 3.61618, 1.34345)  0.463
H (-1.54385, 2.48918, 0.63845)  0.491

ORCA calculation (ωB97M-V with the def2-TZVPD basis set) on a 9-piece molecular cluster, C42H109N7O13 overall in a non-equilibrium geometry.

For the calculated total energy, the calculation gives -3026.7518 Ha. As for the spin multiplicity: 1. The energy relative to the best compared isomer or geometry (same formula, charge and spin) is 103.8 kJ/mol. The HOMO energy is -0.3132 hartree. Its SMILES is COC[C@H](C)N.COC[C@H](C)N.COC[C@H](C)N.COCCNCCOC.COCCNCCOC.COCCNCCOC.COCCNCCOC.CC(C)O.CC(C)O. The value obtained for the HOMO-LUMO gap is 9.00 eV.

Last column: Mulliken charge in e.
Element x y z (Å)
C (-1.20475, -5.56291, 5.42298)  -0.765
O (-1.49319, -6.01183, 4.12812)  -0.123
C (-1.03910, -7.31703, 3.86436)  -1.058
C (-1.54525, -7.75293, 2.51510)  1.535
C (-3.04150, -7.52112, 2.33119)  -1.262
N (-1.18658, -9.16131, 2.29719)  -0.592
H (-1.56374, -6.22730, 6.21912)  0.322
H (-1.63502, -4.57081, 5.50616)  0.155
H (-0.11386, -5.50875, 5.56257)  0.321
H (0.06437, -7.34000, 3.84802)  0.381
H (-1.30585, -8.01856, 4.67051)  0.394
H (-1.07211, -7.21558, 1.68916)  -0.592
H (-3.32672, -7.60401, 1.27956)  0.341
H (-3.33820, -6.52536, 2.66301)  0.077
H (-3.63212, -8.25196, 2.89089)  0.360
H (-1.59865, -9.79293, 2.97911)  0.263
H (-1.61360, -9.48172, 1.43299)  0.261
C (-0.42985, 4.31620, 3.59540)  -0.570
O (-1.08710, 4.55579, 2.39227)  -0.397
C (-0.30434, 5.28418, 1.48450)  -0.247
C (-0.99177, 5.27105, 0.14646)  1.156
C (-0.14805, 5.62065, -1.06332)  -0.740
N (-2.13839, 6.20342, 0.15966)  -0.497
H (-1.11829, 4.04587, 4.39899)  0.318
H (0.14077, 5.17807, 3.95534)  0.302
H (0.23404, 3.44187, 3.52806)  0.067
H (0.01543, 6.27527, 1.83905)  0.486
H (0.68455, 4.81730, 1.28135)  -0.335
H (-1.42742, 4.27316, 0.00252)  -0.130
H (-0.54513, 5.17396, -1.97239)  0.166
H (0.87128, 5.26162, -0.89069)  -0.450
H (-0.07486, 6.70392, -1.16552)  0.406
H (-2.72159, 6.13381, 0.98675)  0.281
H (-2.77337, 6.02570, -0.61892)  0.136
C (2.22578, -9.10826, 1.02885)  -0.710
O (3.19955, -9.73559, 0.23167)  -0.380
C (2.61776, -10.65009, -0.67652)  -0.729
C (3.69037, -11.52656, -1.24751)  0.693
C (4.82448, -10.78973, -1.90653)  -1.391
N (3.06716, -12.51485, -2.14027)  -0.720
H (2.71211, -8.46549, 1.75999)  0.354
H (1.64981, -9.81106, 1.64908)  0.369
H (1.50383, -8.59526, 0.38222)  0.198
H (1.84975, -11.23619, -0.15402)  0.343
H (2.09414, -10.08752, -1.46836)  0.271
H (4.10227, -12.04684, -0.36461)  0.140
H (4.50304, -10.25592, -2.80633)  0.345
H (5.63295, -11.45875, -2.20161)  0.384
H (5.19639, -10.04472, -1.20376)  0.330
H (2.53774, -13.20923, -1.62724)  0.248
H (3.80648, -13.02825, -2.60773)  0.251
C (2.95288, 1.57896, 3.61925)  -0.363
O (3.08793, 2.96690, 3.83475)  -0.481
C (3.40989, 3.71743, 2.67889)  1.204
C (3.40470, 5.16057, 3.07987)  -0.728
N (3.95900, 5.97613, 2.02242)  0.082
C (3.75068, 7.41060, 2.11096)  -0.819
C (3.81661, 8.03034, 0.72229)  -0.002
O (4.44365, 9.29823, 0.79300)  -0.398
C (4.19002, 10.07233, -0.35462)  -0.717
H (2.58045, 1.13418, 4.53746)  0.254
H (3.94673, 1.17230, 3.38984)  0.320
H (2.27405, 1.37242, 2.78389)  -0.017
H (2.67742, 3.42193, 1.90479)  -0.446
H (4.35966, 3.35849, 2.25200)  -0.102
H (4.05016, 5.21835, 3.97362)  0.395
H (2.41213, 5.49134, 3.37677)  -0.061
H (4.91623, 5.74644, 1.79403)  0.141
H (4.57270, 7.86938, 2.68704)  0.333
H (2.82708, 7.61831, 2.64614)  0.396
H (2.79663, 8.18669, 0.34257)  0.156
H (4.37238, 7.37516, 0.04307)  0.131
H (4.50972, 9.54602, -1.26107)  0.290
H (4.77596, 10.98721, -0.26203)  0.273
H (3.13746, 10.37012, -0.42690)  0.294
C (0.12695, 1.62871, 0.72860)  0.081
O (-0.00820, 0.43379, 0.00234)  -0.341
C (-1.36565, 0.00279, 0.02755)  -0.571
C (-1.61685, -0.98534, -1.09203)  -1.017
N (-1.27227, -2.36765, -0.85187)  0.205
C (0.15585, -2.63268, -0.84446)  -0.417
C (0.44708, -4.07064, -0.52928)  -0.635
O (-0.15819, -4.89173, -1.51323)  -0.296
C (0.01463, -6.24765, -1.32855)  -0.790
H (-0.43516, 2.40486, 0.19410)  -0.060
H (1.16504, 1.95603, 0.59286)  -0.178
H (-0.05350, 1.63104, 1.80640)  0.300
H (-1.95726, 0.87761, -0.29001)  0.160
H (-1.67995, -0.28899, 1.03216)  0.487
H (-1.11453, -0.57064, -1.98378)  0.299
H (-2.69430, -0.95840, -1.27869)  0.546
H (-1.65513, -2.97904, -1.56172)  -0.118
H (0.73855, -2.01582, -0.15611)  0.346
H (0.61474, -2.38757, -1.82482)  0.139
H (0.03836, -4.34190, 0.45282)  0.275
H (1.53402, -4.22511, -0.54345)  0.434
H (-0.11230, -6.79628, -2.26920)  0.422
H (-0.71927, -6.78279, -0.69852)  0.114
H (0.99970, -6.57276, -0.96549)  0.343
C (-4.82733, 10.47091, -1.58447)  -0.696
O (-3.78307, 9.91403, -2.34770)  -0.436
C (-3.45471, 8.58920, -1.95792)  -0.317
C (-4.45670, 7.56028, -2.42612)  -0.833
N (-3.80507, 6.27199, -2.56923)  0.113
C (-4.64436, 5.20560, -3.12253)  -0.869
C (-4.07766, 3.83105, -2.86838)  -0.386
O (-2.76870, 3.70700, -3.32593)  -0.381
C (-2.24622, 2.42171, -3.09958)  -0.489
H (-5.75824, 9.90171, -1.68778)  0.269
H (-4.94268, 11.50192, -1.90360)  0.268
H (-4.56857, 10.45253, -0.51493)  0.307
H (-3.31138, 8.53628, -0.87207)  0.338
H (-2.47238, 8.41231, -2.39917)  0.201
H (-4.89541, 7.89151, -3.38463)  0.384
H (-5.30710, 7.43565, -1.74911)  0.408
H (-2.92404, 6.32830, -3.06291)  0.136
H (-4.79425, 5.33895, -4.20257)  0.327
H (-5.57440, 5.29034, -2.55792)  0.362
H (-4.78838, 3.11135, -3.31430)  0.432
H (-4.14509, 3.59297, -1.79165)  0.250
H (-1.16170, 2.47274, -3.20299)  0.048
H (-2.55266, 1.70937, -3.88305)  0.425
H (-2.56948, 1.98685, -2.14976)  0.221
C (1.66648, 0.76660, -3.57002)  -0.541
O (2.36217, 1.96953, -3.67454)  -0.473
C (2.31822, 2.72504, -2.48118)  0.824
C (3.01275, 4.03843, -2.71603)  -0.799
N (4.47252, 4.07875, -2.60447)  -0.356
C (4.91596, 3.89523, -1.21932)  0.162
C (6.37889, 4.25298, -1.08662)  -0.811
O (6.85007, 4.25969, 0.24988)  -0.325
C (6.89487, 2.98380, 0.85155)  -0.612
H (0.57588, 0.91165, -3.61055)  0.092
H (1.83867, 0.21826, -2.63103)  0.258
H (1.97695, 0.11952, -4.39025)  0.379
H (2.74678, 2.09953, -1.68381)  0.105
H (1.27478, 2.91612, -2.18028)  -0.211
H (2.65894, 4.78902, -2.00727)  0.135
H (2.70470, 4.41024, -3.69651)  0.331
H (4.83770, 3.28920, -3.13249)  0.343
H (4.72479, 2.86091, -0.89111)  0.229
H (4.30979, 4.50433, -0.53982)  -0.071
H (6.51756, 5.27484, -1.44525)  0.253
H (7.00854, 3.63276, -1.74189)  0.399
H (5.88982, 2.56056, 0.91845)  0.111
H (7.37589, 3.07003, 1.82133)  0.261
H (7.47727, 2.26304, 0.25698)  0.338
C (-3.80822, -5.77720, -3.70916)  -1.275
C (-4.73386, -5.57905, -2.54098)  0.281
C (-4.09616, -4.97661, -1.29339)  0.296
O (-5.82502, -4.70169, -2.92786)  -0.593
H (-3.30875, -4.84697, -3.98309)  0.304
H (-4.37465, -6.09432, -4.59077)  0.381
H (-3.08298, -6.58016, -3.55653)  0.292
H (-5.25359, -6.51579, -2.30301)  0.288
H (-3.13388, -4.55679, -1.59542)  -0.355
H (-3.85265, -5.76075, -0.57677)  -0.040
H (-4.77324, -4.22935, -0.89757)  0.151
H (-6.47033, -5.21497, -3.42095)  0.328
C (-2.98001, -2.60249, 3.96298)  -1.169
C (-3.82035, -2.42512, 2.69474)  1.254
C (-4.39444, -3.67567, 2.08552)  -1.303
O (-4.94960, -1.61118, 3.14211)  -0.611
H (-3.42577, -3.39243, 4.56743)  0.234
H (-3.00459, -1.63896, 4.46447)  0.419
H (-1.95621, -2.88269, 3.70755)  0.276
H (-3.26239, -1.78939, 2.00280)  -0.494
H (-3.63225, -4.30202, 1.61639)  0.178
H (-5.15078, -3.46783, 1.32580)  0.565
H (-4.88804, -4.28343, 2.84949)  0.327
H (-5.75284, -1.97275, 2.75817)  0.336

ORCA calculation (ωB97M-V with the def2-TZVPD basis set) on C30H28HfN2OS5Si as an isolated structure in a non-equilibrium geometry.

For the calculated total energy, the calculation gives -3672.7018 Ha. As for the spin multiplicity: 1. The energy relative to the best compared isomer or geometry (same formula, charge and spin) is 175.6 kJ/mol. As for the total charge: +2. The HOMO energy is -0.4544 hartree. The value obtained for the HOMO-LUMO gap is 5.20 eV.

Last column: natural (NBO) charge in e.
Element x y z (Å)
Hf (-0.64527, 0.49445, 0.12651)  1.922
C (3.79172, -0.25499, -0.04648)  -0.714
C (2.42949, -0.64216, 0.42351)  0.767
O (1.38438, -0.01249, 0.04466)  -0.816
N (2.31980, -1.65245, 1.25292)  -0.507
C (1.01460, -2.11346, 1.68936)  -0.260
C (0.45437, -1.24089, 2.77636)  0.216
C (0.56270, -1.55020, 4.11547)  -0.219
C (-0.05802, -0.73242, 5.05084)  -0.090
C (-0.78531, 0.36134, 4.61066)  -0.216
C (-0.82844, 0.62639, 3.25778)  0.088
N (-0.19234, -0.13994, 2.35513)  -0.590
H (3.72559, 0.51047, -0.80967)  0.265
H (4.30613, -1.12494, -0.45586)  0.272
H (4.37424, 0.13076, 0.79203)  0.279
H (3.15532, -2.10181, 1.60017)  0.445
H (1.08517, -3.15064, 2.00607)  0.265
H (0.34011, -2.07187, 0.83334)  0.230
H (1.09962, -2.43736, 4.42362)  0.249
H (0.01049, -0.95969, 6.10626)  0.256
H (-1.32064, 0.99778, 5.30056)  0.259
H (-1.39282, 1.46723, 2.87097)  0.250
C (-4.95606, 2.99667, 0.23438)  -0.695
S (-3.62861, 1.79787, -0.08534)  0.294
C (-4.46437, 0.29127, -0.30606)  -0.413
C (-3.91688, -0.85635, 0.10714)  -0.401
S (-2.41194, -1.01535, 1.00042)  -0.268
S (-4.79295, -2.32311, -0.25175)  0.482
C (-6.12495, -1.56694, -1.10016)  -0.585
S (-7.37385, -2.37439, -1.71726)  0.131
S (-5.93675, 0.17262, -1.23349)  0.465
H (-4.59066, 3.96886, -0.07073)  0.246
H (-5.20424, 2.99892, 1.29164)  0.244
H (-5.81862, 2.72549, -0.36811)  0.250
C (4.26921, 4.47107, 1.41642)  -0.177
C (4.07103, 3.36447, 0.60145)  -0.219
C (2.78351, 2.96654, 0.27862)  -0.221
C (1.67016, 3.65736, 0.75808)  -0.429
C (1.88886, 4.78314, 1.56015)  -0.213
C (3.17792, 5.18331, 1.88902)  -0.184
Si (-0.06857, 3.20197, 0.25404)  0.985
C (-0.48995, 3.54502, -1.52568)  -0.524
C (-0.80653, 2.50982, -2.40362)  -0.137
C (-1.07157, 2.72206, -3.74605)  -0.206
C (-1.02378, 4.02044, -4.23113)  -0.166
C (-0.72148, 5.07798, -3.38046)  -0.193
C (-0.45199, 4.84481, -2.03944)  -0.112
C (-1.22929, 4.00862, 1.47840)  -0.500
C (-0.94144, 3.98659, 2.85008)  -0.231
C (-1.74681, 4.65014, 3.76261)  -0.197
C (-2.86005, 5.35637, 3.32111)  -0.202
C (-3.15055, 5.40520, 1.96734)  -0.152
C (-2.34312, 4.73345, 1.05621)  -0.235
H (5.27308, 4.78360, 1.67204)  0.234
H (4.92616, 2.82534, 0.21130)  0.217
H (2.63634, 2.11481, -0.36942)  0.182
H (1.05052, 5.36115, 1.92619)  0.226
H (3.32591, 6.05649, 2.51061)  0.233
H (-0.85328, 1.45468, -2.04784)  0.077
H (-1.30550, 1.89719, -4.40554)  0.237
H (-1.22311, 4.20650, -5.27781)  0.242
H (-0.68877, 6.08809, -3.76686)  0.240
H (-0.20771, 5.67666, -1.38860)  0.220
H (-0.05511, 3.47126, 3.20792)  0.213
H (-1.49931, 4.62676, 4.81643)  0.227
H (-3.49057, 5.87403, 4.03176)  0.235
H (-4.00514, 5.97308, 1.62055)  0.221
H (-2.57278, 4.78998, -0.00319)  0.213